Entry 1:
11
Properties=species:S:1:pos:R:3:forces:R:3 method="wB97M-V/def2-TZVPD" s_squared=0.7536 charge=+1 multiplicity=2 gap_ev="11.483 / 6.675" e_homo_ev="-15.290 / -15.189"
C -1.520 0.781 -0.104 -0.7139 -3.2605 0.6712
S -0.918 -0.904 -0.650 0.1737 1.1893 0.5843
H -0.800 1.517 -0.236 0.9481 1.6197 -1.6568
H -1.488 0.803 0.981 -0.5563 -0.6979 0.5731
H -2.554 0.750 -0.476 0.6118 0.9324 -0.0478
C 0.852 -1.078 -0.014 -0.1476 0.0303 2.2215
N 1.653 0.127 0.151 -2.1400 0.3175 -2.2149
H 1.343 -1.684 -0.763 -0.1830 -0.4789 -0.1855
H 0.655 -1.712 0.961 0.6524 1.2331 -1.7528
H 1.358 0.744 0.906 0.0622 -0.3477 0.1392
H 1.419 0.656 -0.754 1.2926 -0.5373 1.6685

Entry 2:
17
Properties=species:S:1:pos:R:3:forces:R:3 method="wB97M-V/def2-TZVPD" gap_ev="6.646 / 6.732" e_homo_ev="-7.167 / -7.172"
C 0.411 0.648 2.370 0.3037 1.6330 -2.1872
C 0.933 -1.270 -1.951 -2.6521 3.3244 -0.3145
C -0.344 -0.394 0.276 -1.1663 2.5766 -0.8569
N -1.909 1.516 0.150 0.4529 -1.3685 0.2191
N 0.677 -0.006 1.063 2.5365 1.6810 0.6928
O -2.966 1.130 -0.007 0.0429 0.3463 0.0851
O -1.642 -0.352 -1.975 0.8121 0.5512 0.2479
O 0.362 1.228 -1.584 -0.5563 0.5118 -0.2343
S -0.349 -0.014 -1.400 1.3207 -2.4958 -0.6182
H 0.395 1.789 2.271 0.1944 -1.3896 -0.0075
H -0.572 0.394 2.639 -0.9820 -0.6930 1.0494
H 1.224 0.351 2.975 0.3306 -0.2374 1.3642
H 0.842 -1.334 -2.991 0.8085 0.4262 -1.6458
H 1.709 -0.824 -1.431 2.2839 0.4155 0.0805
H 0.687 -2.171 -1.593 -0.9858 -3.3658 1.7012
H -0.991 -1.197 0.510 -0.6737 -0.6481 0.6037
H 1.534 0.505 0.676 -2.0700 -1.2678 -0.1795

Entry 3:
11
Properties=species:S:1:pos:R:3:forces:R:3 method="wB97M-V/def2-TZVPD" gap_ev=10.555 smiles=CCC e_homo_ev=-9.266
C -1.319 -0.136 0.554 1.2130 -1.3845 -0.7863
C -0.098 0.709 0.177 2.2247 -0.1401 -1.0012
C 1.150 -0.310 -0.570 -0.4630 1.2750 0.4613
H -2.230 -0.103 -0.058 0.5642 0.2986 0.1807
H -1.510 -0.390 1.606 0.2930 0.4116 -0.4547
H -0.501 -0.754 0.097 -3.2509 -2.7907 0.9150
H 0.394 1.116 1.053 0.0722 0.4283 -0.1357
H -0.316 1.426 -0.605 0.1787 0.4244 0.1822
H 1.383 -1.321 -0.136 -0.7372 1.0044 0.2325
H 2.062 0.274 -0.468 0.1843 0.0293 -0.1934
H 0.984 -0.510 -1.650 -0.2789 0.4436 0.5997

Entry 4:
42
Properties=species:S:1:pos:R:3:forces:R:3 method="wB97M-V/def2-TZVPD" gap_ev=9.127 e_homo_ev=-8.988
O 0.158 0.325 -1.543 2.0548 -0.7436 -5.7721
H 0.643 -0.467 -2.082 -0.2015 1.6416 0.8515
H 0.745 0.917 -1.100 1.8278 2.0465 -0.0221
H -0.147 -0.124 -0.824 -3.9112 -3.3526 5.0566
O -1.284 -0.961 0.182 3.2497 -0.7700 -6.5507
H -1.598 -0.881 0.980 -3.1729 1.1232 6.6970
C -3.964 1.398 1.221 1.4362 5.0615 2.3270
O -3.000 1.488 0.216 0.4321 -1.3765 -0.1828
H -4.887 1.103 0.866 -1.9703 -1.2360 -0.5443
H -4.125 2.601 1.454 0.0793 -2.9576 -0.0319
H -3.647 0.944 2.216 -0.2830 0.1750 -1.3691
H -2.706 0.571 0.048 0.4483 0.2835 -0.3121
C 3.329 0.322 -0.021 -4.9096 1.2097 2.6149
O 3.102 0.765 -1.299 -0.1311 -0.2162 -3.4191
H 4.235 0.705 0.239 2.8021 -0.0563 1.5929
H 2.985 -0.712 0.300 1.1120 0.8593 -1.1062
H 2.540 0.986 0.549 1.5022 -1.3207 0.0538
H 3.855 1.275 -1.641 -0.4737 -0.5222 0.2863
C -1.482 -3.995 1.335 -4.7057 -2.4929 0.2024
O -0.514 -3.117 1.540 2.3153 1.7668 0.5541
H -1.148 -4.931 0.755 -0.6206 1.0613 0.9018
H -2.298 -3.423 0.759 0.6624 -1.4420 0.2387
H -2.086 -4.290 2.337 1.5408 0.1141 -1.9235
H -0.862 -2.363 1.019 1.0714 0.7063 -0.2932
C 0.874 -3.064 -1.662 -0.9083 2.4237 3.3954
O 1.317 -2.014 -2.578 -2.1666 0.7888 1.8541
H -0.219 -2.936 -1.367 1.3380 0.0444 -0.9017
H 1.384 -3.032 -0.583 -0.5588 -0.1109 -2.5470
H 1.033 -3.919 -2.208 0.1969 -2.4639 -0.5459
H 2.074 -2.371 -2.980 1.6412 -0.1562 -0.9432
C 1.052 3.753 -1.955 0.9670 2.7541 3.0982
O 0.733 2.912 -0.842 -2.2290 -3.7324 -7.0962
H 1.690 4.625 -1.507 -0.1813 -1.7404 -1.3282
H 0.209 4.334 -2.203 -1.5124 0.2346 -0.6265
H 1.419 3.286 -2.840 0.6620 -0.7142 -0.1560
H 1.003 3.240 -0.093 2.3391 2.9645 6.2205
C -0.009 1.448 2.349 -4.0883 6.1746 -2.4737
O 0.488 0.270 2.160 1.5263 -5.7714 -1.9834
H 0.675 2.363 2.373 0.0380 -1.5090 -0.1923
H -0.591 1.560 3.205 -0.7706 -0.0581 2.3405
H -0.921 1.873 1.588 2.4328 -1.4021 0.9897
H -0.057 -0.468 1.640 1.1191 2.7120 1.0455

Entry 5:
87
Properties=species:S:1:pos:R:3:forces:R:3 method="wB97M-V/def2-TZVPD" gap_ev=7.352 e_homo_ev=-7.562
Mg -0.504 0.643 0.640 -0.1031 -0.0278 0.2436
C -1.110 1.581 4.136 -0.0048 -0.0088 0.0107
C -0.068 0.521 3.945 -0.0109 0.0264 0.0513
C 0.523 -0.099 5.065 -0.0144 0.0122 -0.0150
C 1.516 -1.017 4.891 0.0349 -0.0210 -0.0103
C 1.970 -1.325 3.591 -0.0091 -0.0026 0.0004
C 3.041 -2.201 3.294 0.0369 -0.0271 -0.0137
Br 3.955 -3.105 4.689 -0.0107 0.0059 -0.0105
C 3.441 -2.394 2.002 -0.0275 0.0087 0.0514
C 2.791 -1.738 0.948 -0.0195 -0.1024 0.0165
Br 3.381 -2.031 -0.818 0.0067 0.0035 0.0089
C 1.714 -0.887 1.148 0.0808 0.0376 -0.0199
O 1.096 -0.266 0.203 0.2554 -0.0997 -0.1997
C 1.315 -0.683 2.520 0.0240 -0.0275 0.0479
N 0.293 0.209 2.717 0.0276 0.0188 -0.1749
H -1.116 1.935 5.165 -0.0092 0.0053 0.0058
H -2.102 1.199 3.900 -0.0639 -0.0272 -0.0126
H -0.915 2.429 3.479 -0.0022 0.0121 -0.0028
H 0.187 0.170 6.056 -0.0113 0.0087 0.0071
H 1.980 -1.495 5.743 0.0017 -0.0072 -0.0016
H 4.267 -3.055 1.782 0.0028 -0.0024 -0.0049
C -4.243 0.920 -2.642 0.0164 -0.0307 -0.0632
Sb -2.165 0.807 -2.089 -0.0422 0.0404 -0.0200
C -2.317 -0.083 -0.109 -0.2500 0.2109 -0.0700
C -2.264 -1.522 -0.453 0.0608 -0.0092 0.1013
C -1.770 -2.499 0.430 0.0291 0.0194 0.0297
C -1.746 -3.821 0.045 0.0025 -0.0509 -0.0118
C -2.194 -4.169 -1.225 -0.0124 0.0330 -0.0021
C -2.645 -3.154 -2.045 0.0095 -0.1052 -0.0160
N -2.696 -1.876 -1.673 -0.0123 0.0104 -0.0484
Si -3.686 0.285 1.074 -0.0086 0.0452 0.0059
C -3.561 2.081 1.623 0.0010 -0.0341 -0.0891
C -3.573 -0.837 2.593 0.0142 0.0537 -0.0881
C -5.417 -0.020 0.395 0.0539 0.0232 0.0287
C -1.648 3.094 -1.960 0.0867 -0.0270 -0.0230
C -0.712 3.519 -0.863 -0.1336 -0.0347 -0.0415
C -0.198 4.831 -0.842 -0.0645 -0.0117 -0.0054
C 0.781 5.215 0.040 0.0490 -0.0149 0.0628
C 1.288 4.283 0.939 -0.0307 0.0207 -0.0194
C 0.741 3.027 0.899 -0.0297 0.1689 0.0228
N -0.240 2.650 0.053 0.1552 -0.0737 0.0916
Si -0.451 3.102 -3.504 -0.0102 0.0102 -0.0058
C 1.167 2.302 -2.989 -0.0907 -0.0344 0.0239
C -1.107 2.210 -5.027 -0.0236 0.0309 0.1108
C -0.024 4.834 -4.119 0.0008 -0.0586 0.0468
Si -3.122 4.271 -2.247 -0.0696 0.0255 -0.0242
C -3.918 3.962 -3.921 0.0454 -0.0571 0.0370
C -2.772 6.134 -2.265 0.0517 -0.0973 0.0114
C -4.457 4.205 -0.924 0.0350 0.0121 -0.1063
H -4.619 -0.084 -2.464 0.0281 -0.0389 0.0451
H -4.346 1.152 -3.699 0.0037 -0.1391 0.0327
H -4.811 1.629 -2.052 -0.0530 0.0483 -0.0290
H -1.390 -2.203 1.400 -0.0153 -0.0024 -0.0185
H -1.364 -4.577 0.720 0.0063 -0.0019 0.0032
H -2.183 -5.193 -1.570 0.0013 -0.0250 -0.0148
H -2.989 -3.366 -3.051 -0.0081 -0.0206 -0.0218
H -2.544 2.372 1.891 0.0235 0.0146 0.0143
H -4.204 2.290 2.480 -0.0454 0.0038 0.0507
H -3.872 2.733 0.809 0.0764 -0.1427 0.1723
H -2.563 -0.934 2.993 0.0666 0.0231 0.0568
H -3.917 -1.841 2.340 -0.0021 -0.0573 -0.0103
H -4.222 -0.460 3.388 -0.0312 0.0271 0.0206
H -5.798 0.823 -0.182 -0.0171 0.0255 -0.0284
H -6.124 -0.221 1.203 -0.0253 0.0155 0.0436
H -5.406 -0.892 -0.261 -0.0181 -0.0482 -0.0136
H -0.557 5.537 -1.566 -0.0844 0.0746 -0.0508
H 1.165 6.227 0.016 -0.0021 0.0179 0.0009
H 2.074 4.521 1.640 0.0124 -0.0036 0.0113
H 1.099 2.264 1.582 0.0453 -0.0120 0.0047
H 1.032 1.283 -2.619 -0.0004 0.0060 0.0072
H 1.678 2.875 -2.214 0.0299 0.0361 0.0324
H 1.833 2.254 -3.853 0.0116 -0.0007 -0.0462
H -0.985 1.132 -4.951 0.0043 -0.0789 0.0123
H -0.521 2.553 -5.883 0.0307 0.0248 -0.0223
H -2.153 2.421 -5.244 -0.0447 -0.0105 -0.0032
H 0.561 5.415 -3.406 0.0094 0.0287 -0.0100
H -0.898 5.416 -4.406 -0.0394 0.0037 -0.0479
H 0.589 4.712 -5.014 0.0460 -0.0224 -0.0371
H -3.288 4.317 -4.736 0.0538 0.0714 -0.0473
H -4.848 4.532 -3.957 -0.0438 0.0567 0.0039
H -4.165 2.921 -4.115 0.0257 0.1801 -0.0275
H -2.011 6.466 -2.969 0.0311 0.0062 0.0054
H -2.525 6.522 -1.276 0.0102 0.0237 0.0436
H -3.712 6.604 -2.565 -0.0358 0.0083 -0.0051
H -4.932 3.238 -0.783 -0.0378 -0.0378 -0.0156
H -5.234 4.914 -1.219 -0.0311 0.0387 -0.0358
H -4.067 4.539 0.038 0.0015 0.0567 0.0078

Entry 6:
16
Properties=species:S:1:pos:R:3:forces:R:3 method="wB97M-V/def2-TZVPD" gap_ev=11.369 smiles=CC(C)[C@H]1CO1 e_homo_ev=-10.222
C -0.509 1.263 -1.266 -0.0098 0.0382 -0.0802
C -0.333 0.359 -0.047 -0.0205 0.0310 0.0379
C -1.352 -0.784 -0.012 -0.0482 -0.0418 -0.0173
C 1.103 -0.136 0.107 -0.0122 0.3123 -0.0141
C 1.531 -0.627 1.410 0.1401 0.0761 0.2277
O 1.385 -1.516 0.311 -0.0411 -0.1895 -0.1225
H 0.332 1.959 -1.372 -0.1371 -0.0695 0.0452
H -1.420 1.859 -1.163 0.0725 -0.0823 -0.0886
H -0.587 0.685 -2.193 0.0582 0.0197 0.1008
H -0.499 0.992 0.834 -0.0287 -0.0594 -0.0641
H -2.296 -0.454 0.431 0.0869 -0.0362 -0.1176
H -0.973 -1.634 0.561 -0.1033 0.1398 -0.0063
H -1.558 -1.146 -1.025 0.0476 0.0101 0.1258
H 1.857 0.351 -0.514 -0.1585 0.0166 0.0588
H 2.542 -0.424 1.748 0.0131 -0.2220 0.0244
H 0.778 -0.747 2.191 0.1411 0.0570 -0.1099